[1]
Here is 7 unconnected molecules or ions with the total composition C35H82N5O9PS6 at a distorted geometry from the Open Molecules 2025 dataset. Energies are from ωB97M-V/def2-TZVPD.

Element x y z (Å)
C1 -2.352013 5.346138 0.519879
C2 -0.959056 5.430364 -0.125057
C3 -0.677068 4.225828 -1.049307
C4 0.385309 3.258086 -0.503233
C5 -0.301280 2.082481 0.183950
C6 0.718793 1.231444 0.917748
C7 0.164809 0.423849 2.086546
N1 -1.173325 -0.125281 1.866335
C8 -2.326339 0.826525 2.287061
O1 -3.077201 1.148194 1.391225
O2 -2.243216 1.103134 3.486659
C9 -1.418621 -1.312135 1.447065
N2 -2.693417 -1.862148 1.311063
C10 -3.479484 -2.108163 2.526451
C11 -4.633456 -1.175502 2.901322
C12 -5.839087 -1.016372 2.032780
N3 -4.632689 -0.543123 3.997341
N4 -3.429970 -1.424357 0.146961
C13 -4.134713 -2.590232 -0.428869
C14 -4.414593 -2.399051 -1.923384
C15 -4.707021 -0.951852 -2.358890
C16 -6.177102 -0.609183 -2.120786
N5 -0.321746 -2.126941 1.104609
C17 -0.477079 -3.543805 1.454971
C18 0.778713 -4.050668 2.221685
C19 1.842439 -4.676375 1.402075
O3 1.961328 -3.369504 1.987829
P1 0.189811 -1.755062 -0.528341
C20 2.014569 -1.808157 -0.672409
C21 2.531136 -0.873076 -1.787849
C22 -0.537473 -2.955251 -1.708048
C23 0.090969 -2.649150 -3.081524
H1 -2.680588 6.317909 0.883908
H2 -2.391426 4.601596 1.310537
H3 -3.064379 5.053639 -0.252945
H4 -0.212756 5.496950 0.666585
H5 -0.913037 6.359616 -0.691765
H6 -0.334717 4.631941 -2.003271
H7 -1.603889 3.683294 -1.224105
H8 1.022873 2.883576 -1.307657
H9 1.001127 3.790218 0.219683
H10 -1.016480 2.525954 0.878799
H11 -0.879126 1.515329 -0.546069
H12 1.464990 1.917998 1.320157
H13 1.245376 0.626292 0.184902
H14 0.064001 1.083197 2.944126
H15 0.882831 -0.339460 2.380403
H16 -3.892325 -3.121125 2.443589
H17 -2.781052 -2.145182 3.359403
H18 -5.578691 -0.776388 1.008188
H19 -6.473015 -1.905985 2.041616
H20 -6.431924 -0.201245 2.435527
H21 -3.774654 -0.696212 4.524066
H22 -2.736380 -1.186564 -0.559112
H23 -3.484399 -3.463339 -0.295159
H24 -5.049235 -2.809003 0.117498
H25 -5.307372 -2.983991 -2.153767
H26 -3.623431 -2.858661 -2.514398
H27 -4.553795 -0.917861 -3.437221
H28 -4.047558 -0.245197 -1.864593
H29 -6.804911 -1.199782 -2.785578
H30 -6.353526 0.444693 -2.333710
H31 -6.490608 -0.805847 -1.096814
H32 -0.556532 -4.198442 0.593558
H33 -1.281223 -3.710904 2.163874
H34 0.600316 -4.467902 3.211929
H35 1.618748 -4.658892 0.346012
H36 2.435231 -5.416564 1.912372
H37 2.477846 -1.542091 0.271344
H38 2.342182 -2.828814 -0.891561
H39 3.387858 -0.321472 -1.403581
H40 2.867810 -1.426434 -2.657412
H41 1.784160 -0.127829 -2.056691
H42 -0.294422 -3.992225 -1.460435
H43 -1.606257 -2.805700 -1.799701
H44 -0.549007 -2.996102 -3.886403
H45 0.199543 -1.572444 -3.206248
H46 1.089145 -3.072004 -3.168428
C24 3.692057 5.808393 0.957537
S1 4.721134 4.346742 0.859640
O4 3.795287 3.183602 0.912515
C25 5.463099 4.525825 2.486827
H47 3.099319 5.857943 0.051976
H48 3.037991 5.738410 1.828599
H49 4.319689 6.695795 1.020289
H50 4.680530 4.543717 3.245506
H51 6.046166 5.446063 2.516576
H52 6.117709 3.672759 2.652762
C26 3.817608 -4.776170 4.446115
S2 4.580479 -6.398440 4.389421
O5 3.474140 -7.399672 4.345489
C27 5.210691 -6.376023 6.068687
H53 3.320041 -4.601988 3.499111
H54 3.079517 -4.732065 5.249414
H55 4.584170 -4.016402 4.597167
H56 4.385076 -6.238035 6.767751
H57 5.937284 -5.570387 6.168398
H58 5.697507 -7.330789 6.252404
C28 -1.069595 2.078894 -5.670775
S3 -1.057119 1.984340 -3.876020
O6 -0.865884 0.546939 -3.522389
C29 -2.783453 2.368194 -3.621148
H59 -0.071009 1.832158 -6.025853
H60 -1.790185 1.364637 -6.069557
H61 -1.328821 3.092691 -5.976032
H62 -3.400786 1.637764 -4.144719
H63 -3.000413 3.370613 -3.979124
H64 -2.979206 2.316902 -2.551510
C30 9.897620 -7.746691 2.712823
S4 8.125164 -7.913987 2.464150
O7 7.458440 -7.067537 3.486134
C31 8.011651 -9.611445 3.039048
H65 10.175590 -6.728016 2.451753
H66 10.139318 -7.938675 3.758214
H67 10.422983 -8.447010 2.063420
H68 8.380576 -9.675719 4.062752
H69 8.593564 -10.256872 2.381088
H70 6.964184 -9.903658 3.005552
C32 -7.337760 5.563726 -3.394858
S5 -5.910713 4.794239 -2.622389
O8 -5.075568 4.232070 -3.720084
C33 -6.799181 3.419203 -1.887987
H71 -6.988998 6.431343 -3.950508
H72 -7.811350 4.855608 -4.074866
H73 -8.038471 5.881010 -2.622837
H74 -7.308302 2.854254 -2.669297
H75 -7.515730 3.799771 -1.160569
H76 -6.072996 2.783703 -1.383942
C34 3.049815 7.547723 -4.269722
S6 2.685941 6.867765 -2.647990
O9 3.883746 7.110511 -1.798976
C35 2.726799 5.139963 -3.138532
H77 3.111262 8.629278 -4.171966
H78 4.002339 7.153984 -4.624213
H79 2.246814 7.287088 -4.959095
H80 3.701114 4.905492 -3.567704
H81 1.932919 4.950924 -3.861482
H82 2.559534 4.532924 -2.249201

Atoms 1-2, force components in eV/Å:
C 0.164 0.114 -0.491
C -0.705 -0.239 0.216

The value obtained for the frontier orbital gap is 0.30138 Ha. As for the molar mass: 940.44 g mol⁻¹. Its total energy is -5063.8673 Ha.

Atomic partial charges in e from the Mulliken method, atoms 1 to 99: -1.11 -0.65 0.28 -0.53 0.31 0.63 -1.68 0.70 0.22 -0.46 -0.75 -1.98 1.03 -1.30 0.52 -1.06 -0.78 0.45 -0.82 -1.16 0.38 -1.26 1.12 -0.95 0.17 -0.48 -0.44 0.86 -1.02 -1.06 0.44 -1.33 0.43 0.25 0.13 0.23 0.46 0.28 -0.22 0.33 0.00 -0.18 -0.03 0.55 -0.57 0.64 0.27 0.49 0.71 0.03 0.28 0.48 0.30 -0.12 0.28 0.53 0.54 0.35 0.36 -0.07 0.43 0.05 0.31 0.25 0.51 0.48 -0.03 0.38 0.49 0.59 0.36 0.40 0.04 0.55 -0.67 0.46 0.25 0.30 -0.56 0.38 -0.50 -1.02 -0.24 0.40 0.46 0.29 0.39 0.34 -0.51 0.69 -0.70 -0.98 -0.29 0.30 0.42 0.39 0.32 0.31 -1.23

=====

[2]
Here is a gas-phase ion, C8H14N3 (charge +1) at a distorted geometry from the Open Molecules 2025 dataset. Energies are from ωB97M-V/def2-TZVPD.

Element x y z (Å)
C1 -0.095801 0.837855 2.473565
C2 0.918573 0.803138 1.241195
N1 0.876022 2.002556 0.510277
C3 0.141565 2.245538 -0.507012
C4 -1.082079 1.552216 -1.079901
C5 -1.538714 0.232189 -0.435386
N2 -0.439624 -0.744518 -0.328319
C6 -0.322649 -1.932806 -1.128192
C7 1.164354 -2.364853 -0.921980
N3 1.583275 -1.395310 0.125284
C8 0.693666 -0.444595 0.341029
H1 -0.761251 0.052791 2.184048
H2 -0.507383 1.821314 2.458439
H3 0.464401 0.592823 3.329611
H4 1.836419 0.826410 1.849351
H5 0.359954 3.269456 -0.965899
H6 -1.822152 2.309975 -0.939258
H7 -0.954856 1.432541 -2.181869
H8 -2.006485 0.318584 0.578826
H9 -2.489378 0.038960 -1.175610
H10 -0.522585 -1.723408 -2.276118
H11 -0.979708 -2.725581 -0.728006
H12 1.152197 -3.460845 -0.559606
H13 1.705574 -2.270602 -1.897753
H14 2.626664 -1.273827 0.033285

Atoms 1-2, force components in eV/Å:
C 0.679 -0.642 -2.756
C -0.666 -0.798 1.359

For the energy relative to the best compared isomer or geometry (same formula, charge and spin), the calculation gives 62.67 kcal/mol. As for the charge: +1. The value obtained for the frontier orbital gap is 0.36057 Ha. The structure (SMILES) is C[C@@H]1N=CCCN2CC[NH+]=C12. As for the molar mass: 152.22 g mol⁻¹. Its total energy is -477.1970 Ha.

Population analysis type Mulliken, resulting atomic charges in e: -1.31 0.24 -0.56 -0.17 -0.51 -0.68 0.31 -0.53 -0.46 -0.21 0.10 0.36 0.35 0.37 0.43 0.39 0.40 0.33 0.27 0.31 0.29 0.31 0.30 0.32 0.34

=====

[3]
Here is C3H2OS in the gas phase at a distorted geometry from the Open Molecules 2025 dataset. Energies are from ωB97M-V/def2-TZVPD.

Element x y z (Å)
C1 1.290031 0.545393 -1.347336
C2 0.534095 0.398562 -0.417260
C3 -0.528652 -0.331287 0.156147
O1 -1.272391 -1.036455 -0.501991
S1 -0.629366 0.245416 1.853139
H1 2.228734 0.768374 -1.883919
H2 -1.622453 -0.590003 2.141221

Atoms 1-2, force components in eV/Å:
C 2.164 0.885 0.113
C 0.907 -0.515 -2.332

For the energy relative to the best compared isomer or geometry (same formula, charge and spin), the calculation gives 24.88 kcal/mol. The value obtained for the frontier orbital gap is 0.37519 Ha. The structure (SMILES) is C#CC(=O)S. As for the molar mass: 86.12 g mol⁻¹. Its total energy is -588.8432 Ha.

Population analysis type Mulliken, resulting atomic charges in e: -0.11 -0.33 0.60 -0.46 -0.19 0.35 0.15

=====

Short version: HOMO level = -0.2883, -0.4811, -0.3795 hartree, in the order given.